(1)
{"formula": "C30H72F9O15Y", "method": "ωB97M-V/def2-TZVPD", "species": ["Y", "C", "O", "O", "C", "F", "F", "F", "C", "C", "H", "H", "H", "H", "H", "H", "C", "O", "O", "C", "F", "F", "F", "C", "C", "H", "H", "H", "H", "H", "H", "C", "O", "O", "C", "F", "F", "F", "C", "C", "H", "H", "H", "H", "H", "H", "C", "C", "O", "H", "H", "H", "H", "H", "H", "C", "C", "O", "H", "H", "H", "H", "H", "H", "C", "C", "O", "H", "H", "H", "H", "H", "H", "C", "C", "O", "H", "H", "H", "H", "H", "H", "C", "C", "O", "H", "H", "H", "H", "H", "H", "C", "C", "O", "H", "H", "H", "H", "H", "H", "C", "C", "O", "H", "H", "H", "H", "H", "H", "C", "C", "O", "H", "H", "H", "H", "H", "H", "C", "C", "O", "H", "H", "H", "H", "H", "H"], "coordinates": [[2.19208, 4.66917, -1.18494], [0.59469, 1.26640, -0.44473], [0.45651, 0.30058, -1.52621], [1.26047, 2.35101, -1.07320], [-0.80617, 1.57448, 0.24826], [-1.18421, 0.64933, 1.11130], [-0.81740, 2.64661, 1.02496], [-1.89583, 1.82792, -0.54311], [0.11870, -1.06477, -1.16512], [0.59393, -1.90476, -2.34109], [0.11269, -1.37311, -3.16197], [1.67605, -1.77681, -2.36842], [0.25265, -2.93829, -2.28239], [-0.97066, -1.08044, -1.13121], [0.58636, -1.47265, -0.26900], [1.13594, 0.93303, 0.44071], [2.62190, 4.09392, 2.47738], [3.68595, 3.08897, 2.33399], [2.47616, 4.54053, 1.15806], [1.43023, 3.50788, 3.45559], [1.82751, 3.65666, 4.72094], [0.31377, 4.29367, 3.43415], [1.02569, 2.26219, 3.25453], [4.50390, 2.79031, 3.48538], [5.62590, 1.87434, 3.01654], [6.16752, 2.43099, 2.25176], [6.09686, 1.62105, 3.96635], [5.21437, 0.96918, 2.56996], [3.83196, 2.24558, 4.14860], [4.92045, 3.70676, 3.90336], [3.11937, 4.90939, 3.00238], [2.73148, -2.82743, -5.12153], [3.66329, -3.06491, -4.02109], [2.41634, -1.46936, -4.98679], [3.42935, -3.43092, -6.38586], [4.69835, -2.96549, -6.48188], [3.33794, -4.79418, -6.38550], [2.94370, -3.03946, -7.53470], [3.53442, -4.25220, -3.25162], [4.47367, -4.27374, -2.08704], [4.24966, -3.60936, -1.25246], [4.65932, -5.22755, -1.59320], [5.43856, -3.94170, -2.47025], [3.60082, -5.13024, -3.89406], [2.47674, -4.18357, -2.99728], [1.88093, -3.50642, -5.06128], [-1.31477, -4.51477, -3.80872], [-2.55404, -3.60295, -3.76210], [-2.57597, -3.02469, -5.06366], [-0.41385, -3.97691, -4.10393], [-1.53824, -5.34219, -4.48217], [-1.10662, -5.08949, -2.90624], [-2.49891, -2.77900, -3.05064], [-3.52503, -4.07641, -3.61681], [-3.32448, -2.44104, -5.20746], [-3.06501, 1.65857, -4.31785], [-1.89552, 0.71699, -4.50099], [-0.84417, 1.21172, -3.73284], [-3.43174, 1.75695, -3.29612], [-3.86097, 1.41474, -5.02148], [-2.80115, 2.69422, -4.53211], [-1.46704, 0.50254, -5.48003], [-2.09663, -0.24009, -4.01969], [-1.25716, 1.24198, -2.86674], [-2.34615, 4.75684, -1.26045], [-1.06115, 5.60976, -1.06095], [0.01318, 4.85999, -0.51958], [-2.99254, 5.52924, -1.67721], [-2.59809, 4.28314, -0.31164], [-2.16769, 3.93728, -1.95656], [-1.24554, 6.45984, -0.40409], [-0.68819, 5.99340, -2.01059], [-0.42290, 4.46870, 0.24090], [-5.51185, 1.00379, -0.11785], [-5.30462, 2.48669, -0.04876], [-6.36466, 3.11639, -0.73613], [-4.59837, 0.46405, 0.13182], [-5.82267, 0.87682, -1.15485], [-6.19862, 0.58629, 0.61846], [-4.46878, 2.82290, -0.66230], [-5.19087, 2.86709, 0.96636], [-7.23033, 2.73124, -0.58162], [2.00480, -1.42753, 2.33272], [1.99890, -2.94113, 2.65868], [3.33867, -3.23121, 2.61462], [2.64190, -0.96174, 1.58089], [2.44120, -0.88005, 3.16813], [0.95803, -1.13404, 2.25370], [1.48653, -3.61560, 1.97263], [1.83299, -3.28344, 3.68015], [3.44583, -3.75039, 3.41497], [-3.83049, 0.56688, 3.33964], [-4.17222, 1.83723, 4.18583], [-4.63118, 2.84311, 3.41741], [-4.79261, 0.12638, 3.07811], [-3.35016, -0.25081, 3.87701], [-3.10927, 0.66002, 2.52768], [-3.26258, 2.28208, 4.58928], [-4.97781, 1.69585, 4.90633], [-4.11271, 2.78033, 2.61190], [-2.55346, -2.45801, 2.23653], [-4.04233, -2.54663, 2.04719], [-4.26855, -3.86284, 1.62795], [-2.25244, -3.24599, 2.92688], [-2.28194, -1.50723, 2.69521], [-2.10140, -2.56420, 1.25039], [-4.49757, -1.78194, 1.41783], [-4.54501, -2.40980, 3.00463], [-5.02206, -3.86781, 1.03315], [0.02602, 0.87229, 5.97247], [-0.33217, -0.04083, 4.83463], [-1.16548, -1.11009, 5.35221], [0.80516, 1.60702, 5.76943], [0.33338, 0.26140, 6.82126], [-0.84871, 1.44638, 6.27804], [0.60793, -0.48218, 4.50369], [-0.83457, 0.32475, 3.93906], [-0.65970, -1.85817, 5.67804], [5.53266, -0.17326, -0.35821], [4.14428, -0.24214, -0.95553], [4.22193, 0.14372, -2.31806], [6.27560, -0.57584, -1.04675], [5.64944, -0.85059, 0.48777], [5.89557, 0.81880, -0.08949], [3.58716, 0.55536, -0.46389], [3.57061, -1.16750, -0.90367], [4.91480, -0.44634, -2.62362]], "forces_ev_per_a": [[-2.3, -5.4, 5.2], [0.4, 0.6, -2.4], [0.3, 0.8, 2.8], [-0.1, 1.9, 0.8], [-0.9, 0.4, -1.0], [0.2, -1.9, -0.1], [1.3, 2.4, 0.9], [0.6, -0.8, -0.8], [-0.2, -0.2, -0.8], [-0.5, 1.3, 0.5], [0.5, -0.5, -0.7], [0.0, -0.4, -0.6], [0.2, 0.1, 0.1], [-0.2, -0.3, 0.6], [-0.1, 0.7, 0.5], [0.6, -0.5, -0.1], [2.6, -1.1, -1.3], [-1.1, 0.5, 0.3], [-1.6, 0.2, -1.8], [-0.3, 1.9, -1.0], [0.9, -0.6, 0.2], [0.2, -0.1, -1.0], [0.5, 0.0, -0.3], [-1.1, -0.6, -1.1], [-1.3, 0.5, 0.4], [0.7, -0.3, 0.4], [0.9, -0.1, -0.5], [0.0, 0.0, 0.0], [0.4, 0.2, 0.7], [-0.2, 0.1, 0.3], [-0.7, 0.2, 0.7], [0.0, 3.2, 1.6], [1.2, -0.5, -0.1], [0.5, -3.5, -1.8], [0.8, 1.9, 0.6], [0.7, -1.2, 0.6], [0.8, 0.5, 0.3], [-1.8, 0.2, -1.4], [-2.0, 0.4, -1.0], [1.0, 0.4, 0.4], [-0.4, 0.3, -0.2], [-0.3, -0.3, -0.5], [0.2, 0.0, 0.0], [0.5, -0.3, 0.1], [-0.3, -0.7, 0.9], [-0.8, -0.2, 0.6], [-0.9, -0.7, 0.4], [0.4, 0.5, -0.7], [0.2, 0.1, -0.8], [-0.3, 0.0, -0.1], [0.1, 0.3, -0.6], [-0.1, 0.5, 0.5], [0.4, -0.1, 0.5], [0.2, -0.7, 0.4], [-0.1, 0.0, 0.3], [-0.4, 0.5, -1.3], [0.1, -0.5, 0.9], [0.8, 0.9, 0.5], [-0.1, -0.8, 0.2], [-0.4, -0.1, 0.3], [0.4, 0.0, -0.4], [-0.6, 0.4, -0.3], [-0.7, -0.6, -0.6], [0.8, 0.1, 0.5], [1.9, 0.9, -0.1], [-0.9, 0.2, -1.0], [0.4, 0.5, -0.1], [-0.9, -0.6, 0.3], [-0.6, 0.5, 0.0], [0.0, 0.2, -0.2], [-0.1, 0.0, 0.0], [-0.2, 0.1, -0.2], [0.9, -1.0, 0.8], [0.8, -0.3, 0.2], [-0.4, 0.3, -0.2], [-0.6, 1.1, -0.3], [0.3, 0.0, -0.5], [0.0, -0.9, 0.1], [-0.6, 0.4, -0.2], [0.5, -0.4, 0.3], [-0.1, 0.1, 0.1], [0.1, -0.2, 0.4], [-1.7, 0.1, 1.5], [0.6, 1.1, -0.6], [3.2, -1.6, 0.2], [-0.2, -1.2, -1.0], [-0.3, -0.2, 0.7], [0.0, 0.6, -0.3], [-0.6, 0.4, -0.2], [-2.0, 1.1, 0.2], [1.1, -0.2, -0.4], [-0.7, -0.4, 1.5], [1.9, -1.8, 0.6], [-1.5, 2.1, -2.8], [0.1, 0.1, -0.8], [-0.1, 0.3, 0.9], [-0.5, 0.8, -0.4], [0.3, -0.9, 1.2], [0.6, -0.6, 0.4], [-0.1, 0.5, -0.3], [-0.1, 0.7, 0.0], [0.0, 0.1, 1.2], [-0.7, -0.7, -0.9], [0.1, -0.1, -0.2], [0.2, -0.1, -0.2], [0.4, -0.1, 0.2], [0.3, 0.0, -0.6], [0.0, 0.1, 0.4], [-0.1, -0.2, 0.0], [-0.7, 1.0, 0.2], [0.8, -1.8, 0.5], [-0.5, 0.4, -0.4], [0.1, -0.2, -0.2], [0.1, 0.0, 0.0], [-0.1, 0.0, 0.2], [0.0, -0.1, -0.4], [-0.1, 0.5, 0.4], [0.3, 0.2, -0.1], [0.7, -1.4, 0.4], [-0.1, 1.6, -0.3], [0.2, 0.1, 0.3], [0.0, 0.0, -0.4], [-0.2, 0.2, 0.4], [-0.4, 0.1, 0.0], [-0.6, -0.1, 0.1], [0.4, -0.3, 0.5], [-0.1, -0.1, -1.0]], "spin_multiplicity": 1, "relative_energy_ev": 14.475, "e_tot_ha": -3251.526032, "orbital_gap_ev": 1.8, "lumo_energy_ev": -3.83}

=====

(2)
{"formula": "C30H73N3", "method": "ωB97M-V/def2-TZVPD", "species": ["C", "C", "N", "C", "C", "C", "C", "H", "H", "H", "H", "H", "H", "H", "H", "H", "H", "H", "H", "H", "H", "H", "C", "C", "N", "C", "C", "C", "C", "H", "H", "H", "H", "H", "H", "H", "H", "H", "H", "H", "H", "H", "H", "H", "C", "C", "N", "C", "C", "C", "C", "H", "H", "H", "H", "H", "H", "H", "H", "H", "H", "H", "H", "H", "H", "H", "C", "C", "C", "C", "C", "C", "H", "H", "H", "H", "H", "H", "H", "H", "H", "H", "H", "H", "H", "H", "C", "C", "C", "C", "C", "C", "H", "H", "H", "H", "H", "H", "H", "H", "H", "H", "H", "H", "H", "H"], "coordinates": [[3.48921, 1.66401, 1.26509], [4.51774, 0.50220, 1.71993], [5.81917, 0.70424, 1.21394], [6.81347, 0.17291, 2.21745], [6.84774, -1.37757, 2.23231], [5.95674, 0.30632, -0.17941], [7.35845, 0.74922, -0.66444], [2.57234, 1.64249, 1.57043], [3.61782, 1.70067, 0.25724], [3.79583, 2.49959, 1.80225], [4.19585, -0.51158, 1.28777], [4.63287, 0.59592, 2.62378], [6.61270, 0.67033, 3.24590], [7.82769, 0.48961, 1.91762], [7.05026, -1.74783, 1.24374], [5.93338, -1.78833, 2.47921], [7.65611, -1.83161, 2.88434], [5.18173, 0.69257, -0.95786], [5.86938, -0.64876, -0.40058], [7.42225, 0.43711, -1.69249], [8.28140, 0.31094, -0.15054], [7.48399, 1.69655, -0.72281], [-3.91437, -2.69085, 0.06276], [-4.03420, -4.15732, -0.43298], [-3.73912, -4.29197, -1.83557], [-2.38577, -3.82398, -2.46623], [-1.14035, -4.47077, -1.90053], [-4.16331, -5.62677, -2.48474], [-4.48292, -5.39354, -3.91029], [-2.81810, -2.40337, -0.25710], [-4.19359, -2.55812, 1.26711], [-4.58754, -2.05864, -0.44880], [-5.16927, -4.26915, -0.27325], [-3.50784, -4.63985, 0.11854], [-2.40188, -2.74075, -2.21151], [-2.23577, -3.90060, -3.37261], [-1.05360, -5.44585, -2.15512], [-1.25270, -4.46970, -0.79189], [-0.33497, -3.96326, -2.09176], [-5.00974, -5.92981, -1.94527], [-3.47818, -6.29791, -1.97920], [-3.70192, -5.17750, -4.69467], [-5.21755, -4.46330, -4.11326], [-4.80836, -6.29661, -4.36515], [2.10962, -1.54091, -1.26154], [2.16817, -0.14861, -1.84351], [1.38978, -0.00275, -3.11347], [-0.11972, -0.18489, -3.02842], [-0.84568, 0.74494, -2.12858], [1.68853, 1.35758, -3.71536], [1.23041, 1.43588, -5.21502], [2.74253, -1.68741, -0.51243], [2.66780, -2.21400, -1.99000], [1.03566, -1.67408, -0.91136], [3.28055, 0.18858, -2.01586], [1.94694, 0.60350, -1.21357], [-0.40805, -1.19611, -2.50494], [-0.57112, -0.25185, -3.89726], [-0.60977, 1.70001, -2.32611], [-0.63943, 0.25162, -1.17402], [-2.04093, 0.57785, -2.24906], [2.68584, 1.52816, -3.94438], [1.41546, 2.12202, -2.89598], [1.41032, 2.39775, -5.55843], [0.10225, 1.33640, -5.49488], [1.88861, 0.76687, -5.99780], [-0.75979, 5.80499, 1.27737], [-1.25084, 4.65021, 0.37331], [-2.62602, 4.14734, 0.88161], [-3.15117, 2.96890, 0.06346], [-4.48799, 2.39979, 0.56474], [-4.96615, 1.26874, -0.36194], [-1.51337, 6.54051, 1.46218], [0.20004, 6.25308, 0.92382], [-0.29363, 5.42431, 2.26322], [-0.72015, 3.72270, 0.77193], [-1.31678, 4.73487, -0.65773], [-3.55021, 4.71265, 0.76467], [-2.71327, 3.93740, 2.09534], [-2.31740, 2.15964, 0.22060], [-3.01504, 3.25001, -1.03433], [-5.23191, 3.02315, 0.60993], [-4.39763, 1.89027, 1.50878], [-5.39086, 1.45287, -1.34465], [-5.75725, 0.79062, 0.16579], [-4.32383, 0.48285, -0.48633], [-0.14733, 2.18472, 5.42937], [-1.48526, 2.09064, 4.77055], [-1.60389, 0.92122, 3.77048], [-0.64518, 0.74911, 2.59517], [-1.02189, -0.28582, 1.65784], [-1.29058, -1.65907, 2.22513], [-0.21143, 3.05502, 6.15692], [0.69907, 2.40168, 4.82722], [0.17558, 1.05217, 5.92270], [-1.50137, 3.12308, 4.39850], [-2.27322, 2.09031, 5.50679], [-2.72179, 0.83089, 3.66988], [-1.71185, 0.04016, 4.53766], [0.32967, 0.61984, 2.98232], [-0.63247, 1.71998, 2.14140], [-0.17690, -0.30561, 1.01766], [-1.95220, -0.10428, 1.15550], [-1.25311, -2.59767, 1.50862], [-2.22902, -1.69834, 2.73803], [-0.59644, -1.81287, 3.00707]], "forces_ev_per_a": [[6.1, -2.3, 1.0], [-3.5, -0.8, -10.0], [0.9, 0.7, 0.1], [0.3, 0.2, -0.4], [2.3, 0.8, 0.6], [1.7, 5.1, -0.3], [-0.1, -6.6, 0.0], [-5.8, -1.4, 1.4], [-0.1, 0.8, -2.9], [1.3, 2.0, 0.3], [-0.4, 0.9, 1.3], [0.3, 0.0, 9.8], [0.1, -1.0, -1.8], [-0.5, 0.2, 0.2], [0.3, 0.0, -0.6], [-2.0, -0.9, 0.9], [-0.9, 0.8, -0.5], [1.0, 0.4, 1.9], [-0.4, -5.3, -0.2], [0.3, -0.5, -0.6], [-1.6, 0.3, -0.4], [0.6, 6.6, 0.2], [2.3, -0.2, 1.8], [-7.7, 7.4, -5.7], [0.6, -0.6, -3.6], [-2.3, 1.7, 11.1], [-5.0, 0.0, 4.1], [1.4, 3.3, 2.8], [-0.1, 1.8, -2.8], [-2.0, 0.1, 1.4], [1.2, -0.5, -3.2], [-0.7, 0.7, -0.7], [1.6, -1.0, -0.4], [6.0, -6.6, 6.9], [0.4, -0.5, -0.3], [-0.4, -0.9, -9.4], [0.3, -3.1, -1.1], [0.3, 0.0, -0.4], [4.7, 2.9, -1.4], [-1.9, -0.1, 0.4], [1.0, -1.1, -1.6], [0.2, 0.1, 1.5], [1.3, -2.4, 1.0], [-1.3, -0.8, -0.2], [-2.2, 0.4, -3.5], [2.4, -1.0, -3.1], [0.1, 0.7, -0.6], [2.5, -2.5, 4.9], [-3.7, -4.0, 0.9], [-2.4, -1.5, 0.3], [-1.5, -2.0, -1.1], [2.4, 0.1, 4.0], [-2.0, 0.2, 0.2], [1.4, -0.9, -0.8], [-1.7, -1.1, -0.5], [-1.6, 2.5, 2.9], [1.3, 1.2, -1.4], [-1.4, -0.1, -4.8], [0.7, 3.6, 0.2], [0.0, 1.6, 0.6], [2.7, 0.5, 0.1], [2.5, -0.3, 0.7], [-0.2, -0.3, -1.9], [0.6, 2.1, -0.5], [1.9, -0.4, 0.8], [-1.7, 1.2, 2.5], [2.7, -0.9, 0.3], [-0.9, -1.9, 5.4], [-2.2, -0.4, 2.0], [3.0, -1.7, 0.6], [4.3, -4.1, -2.6], [-1.8, 1.0, 0.4], [-0.3, 0.6, 0.1], [-1.0, 0.2, -0.5], [-1.5, 0.2, -1.1], [0.4, 1.1, -1.6], [0.5, 0.5, -1.9], [0.5, 1.8, 0.0], [0.8, 0.2, -3.0], [-1.6, 0.8, -0.6], [-0.9, -0.4, 1.2], [-3.9, 4.1, 0.4], [0.5, 0.3, 0.7], [0.2, 0.9, -0.1], [-1.1, -0.4, 0.5], [2.4, -1.7, -0.3], [0.8, -2.6, 3.4], [1.3, 0.9, -1.2], [-2.8, -1.3, 3.5], [-1.9, 1.8, 2.6], [-0.8, -1.9, -1.1], [0.5, -2.0, -0.7], [0.4, -1.5, -0.2], [0.5, 0.2, -1.1], [-0.9, 3.3, -0.7], [-0.8, -0.2, -1.1], [-0.3, -0.5, 0.3], [0.7, 0.6, -1.7], [1.5, 0.8, -1.3], [1.2, -0.4, 0.5], [0.1, 0.7, -0.8], [0.5, -0.4, -1.5], [-0.2, 1.0, -0.9], [0.0, 2.2, 1.2], [-0.9, 0.0, 0.1], [1.1, -0.7, 0.9]], "spin_multiplicity": 1, "relative_energy_ev": 3.981, "e_tot_ha": -1350.520326, "orbital_gap_ev": 8.7, "lumo_energy_ev": 0.75}